{"formula": "C7H6ClN2O", "method": "ωB97M-V/def2-TZVPD", "smiles": "O=C1NC[C@H]2C1=CC#[N+][C@@H]2Cl", "lumo_ev": -6.45, "de_lowest_kj_mol": 160.6, "mol_weight_g_mol": 169.6, "e_homo_ev": -14.24, "energy_ev": -24895.513, "orbital_gap_ev": 7.8, "total_charge": 1, "symbols": ["O", "C", "N", "C", "C", "C", "C", "C", "N", "C", "Cl", "H", "H", "H", "H", "H", "H"], "xyz": [[-2.766, -1.353, 0.396], [-1.771, -0.703, 0.240], [-1.636, 0.641, 0.100], [-0.236, 1.061, 0.088], [0.647, -0.187, 0.452], [-0.358, -1.290, 0.274], [-0.073, -2.592, -0.103], [1.297, -2.636, -0.109], [2.284, -2.039, 0.034], [1.999, -0.308, -0.229], [3.435, 0.468, 0.266], [-2.544, 1.254, 0.223], [-0.005, 1.867, 0.863], [0.076, 1.572, -0.875], [0.949, -0.129, 1.614], [-0.807, -3.402, -0.089], [1.761, -0.384, -1.240]], "atomic_forces_ev_per_a": [[-0.08, -0.09, -0.27], [-0.03, -0.26, 0.82], [-1.35, 0.65, 0.39], [1.26, 2.82, 0.45], [-0.15, 0.68, 3.59], [0.39, -1.14, -1.58], [-2.38, 0.89, 1.60], [1.25, 0.52, 0.17], [0.60, 0.52, -0.30], [-0.15, -1.78, 0.85], [-1.11, 0.09, -0.23], [2.84, -1.41, -0.44], [-0.64, -1.03, -0.88], [-0.42, -0.95, 0.70], [-1.12, -0.19, -2.12], [0.28, 0.40, -0.55], [0.79, 0.29, -2.20]], "mulliken_charge": [-0.534, 0.064, -0.128, -0.716, 0.436, 0.332, -0.518, 0.365, -0.302, -0.262, -0.009, 0.333, 0.310, 0.323, 0.309, 0.469, 0.527]}

***

{"formula": "C2HFIO2", "method": "ωB97M-V/def2-TZVPD", "lumo_ev": 3.18, "de_lowest_kj_mol": 67.7, "mol_weight_g_mol": 202.9, "e_homo_ev": -3.58, "energy_ev": -17003.750, "orbital_gap_ev": 6.8, "total_charge": -1, "symbols": ["C", "C", "O", "O", "F", "I", "H"], "xyz": [[-1.378, 1.693, -0.339], [0.321, 0.721, 0.299], [-2.053, 1.771, 0.642], [-1.315, 1.851, -1.470], [1.558, 1.004, -0.238], [0.527, 0.628, 2.451], [0.237, -0.273, -0.225]], "atomic_forces_ev_per_a": [[1.33, -1.48, 5.41], [-1.19, -0.66, -2.06], [-0.92, 0.28, 0.79], [0.49, 0.82, -5.57], [1.12, 1.26, -0.07], [0.00, -0.28, -0.02], [-0.83, 0.08, 1.52]], "mulliken_charge": [0.619, -0.320, -0.542, -0.473, -0.267, -0.159, 0.143]}

***

{"formula": "C21H31CoNOP2S", "method": "ωB97M-V/def2-TZVPD", "lumo_ev": [-2.08, -5.64], "de_lowest_kj_mol": 0.0, "mol_weight_g_mol": 466.4, "multiplicity": 5, "e_homo_ev": [-8.79, -11.35], "energy_ev": -92847.863, "orbital_gap_ev": [6.7, 5.7], "total_charge": 1, "symbols": ["C", "C", "C", "C", "C", "C", "C", "C", "C", "C", "C", "C", "C", "H", "H", "H", "H", "H", "H", "H", "N", "Co", "C", "H", "H", "C", "H", "H", "P", "P", "C", "H", "H", "H", "C", "H", "H", "H", "C", "H", "H", "H", "C", "H", "H", "H", "H", "H", "C", "S", "C", "O", "H", "H", "H", "H", "H", "H"], "xyz": [[-1.134, -4.004, 1.114], [-0.543, -2.903, 0.496], [-1.329, -1.942, -0.188], [-2.753, -2.125, -0.255], [-3.324, -3.250, 0.404], [-2.525, -4.165, 1.078], [-3.477, -1.170, -0.976], [-2.840, -0.294, -1.860], [-1.397, -0.223, -1.800], [-0.674, 0.521, -2.772], [-1.380, 1.343, -3.645], [-2.786, 1.370, -3.641], [-3.504, 0.541, -2.795], [-0.494, -4.732, 1.621], [-4.407, -3.373, 0.340], [-2.969, -5.020, 1.587], [-4.563, -1.191, -0.948], [-0.818, 1.956, -4.347], [-3.299, 2.050, -4.321], [-4.592, 0.512, -2.810], [-0.761, -0.828, -0.758], [0.637, 0.607, 0.428], [0.952, -2.718, 0.537], [1.405, -2.663, -0.467], [1.435, -3.550, 1.067], [0.845, 0.431, -2.808], [1.186, -0.614, -2.759], [1.244, 0.908, -3.711], [1.361, -1.147, 1.450], [1.563, 1.281, -1.322], [1.297, 3.009, -1.845], [1.913, 3.683, -1.236], [1.533, 3.161, -2.908], [0.243, 3.272, -1.683], [3.365, 0.990, -1.408], [3.821, 1.482, -2.279], [3.815, 1.387, -0.486], [3.570, -0.091, -1.449], [0.748, -1.446, 3.138], [1.173, -2.382, 3.519], [1.038, -0.616, 3.789], [-0.347, -1.532, 3.128], [3.176, -1.439, 1.500], [3.662, -0.650, 2.085], [3.379, -2.405, 1.982], [3.588, -1.440, 0.480], [-0.254, -0.310, 1.343], [1.879, 0.501, 1.327], [0.250, 3.820, 1.269], [-0.248, 2.149, 1.740], [0.435, 2.154, 3.415], [-1.739, 2.115, 1.831], [1.325, 3.896, 1.045], [-0.019, 4.475, 2.112], [-0.337, 4.101, 0.388], [0.905, 3.132, 3.605], [-0.419, 2.002, 4.088], [1.188, 1.373, 3.570]], "atomic_forces_ev_per_a": [[-0.89, -0.32, 0.18], [0.32, 1.08, -0.90], [-0.90, -1.22, 0.77], [1.09, -1.24, 1.07], [-0.04, 1.15, -0.76], [0.86, -0.33, 0.29], [-1.64, -0.15, 0.01], [1.01, 1.51, -1.37], [-0.84, 0.41, -0.49], [0.39, -0.65, 1.20], [-1.07, 0.32, -0.53], [1.40, 0.49, -0.54], [-0.04, -1.18, 1.33], [-0.32, 0.23, -0.14], [0.31, -0.04, 0.16], [0.05, 0.25, -0.20], [0.11, -0.07, -0.07], [-0.21, -0.08, 0.07], [0.09, -0.25, 0.16], [0.20, 0.14, -0.06], [0.99, -0.32, -1.09], [-2.03, -1.67, 1.23], [-0.54, 0.27, -0.04], [-0.21, 0.09, 0.29], [-0.09, 0.26, -0.02], [-0.09, 0.02, 0.17], [-0.19, 0.23, -0.15], [-0.11, -0.22, 0.08], [0.20, -0.08, 0.25], [0.71, 0.77, -2.10], [0.17, 0.33, -0.07], [-0.12, -0.08, -0.19], [0.04, -0.03, 0.32], [0.26, -0.10, -0.09], [0.12, 0.20, -0.21], [-0.07, -0.20, 0.23], [-0.10, -0.11, -0.31], [-0.11, 0.35, -0.03], [0.36, -0.37, 0.19], [0.02, 0.24, 0.09], [-0.06, -0.29, -0.04], [0.39, 0.06, -0.09], [0.06, -0.25, 0.42], [-0.06, -0.14, -0.17], [0.09, 0.15, -0.22], [-0.16, 0.01, 0.32], [0.10, -0.34, 0.18], [0.58, 0.33, 0.46], [-0.28, 0.43, 0.30], [-0.61, 0.53, 0.18], [0.20, 0.26, 0.44], [1.27, 0.15, -0.10], [-0.39, -0.27, 0.22], [0.07, -0.09, -0.40], [0.10, -0.13, 0.19], [-0.25, -0.40, 0.03], [0.21, 0.07, -0.20], [-0.33, 0.26, -0.27]], "lowdin_spin": [0.110, 0.097, 0.065, 0.045, 0.128, 0.073, 0.369, 0.058, 0.069, 0.138, 0.107, 0.115, 0.141, 0.005, 0.004, 0.001, 0.015, 0.004, 0.003, 0.004, 0.505, 1.654, 0.024, 0.002, 0.002, 0.029, 0.003, 0.003, 0.051, 0.044, 0.007, 0.000, 0.001, 0.002, 0.002, 0.000, 0.000, 0.000, 0.009, 0.000, 0.001, 0.004, 0.019, 0.002, 0.002, 0.001, 0.023, 0.016, 0.001, 0.016, 0.002, 0.025, 0.000, 0.000, 0.000, 0.000, 0.001, 0.001]}

***

What did the second record say?
{"formula": "C2HFIO2", "method": "ωB97M-V/def2-TZVPD", "lumo_ev": 3.18, "de_lowest_kj_mol": 67.7, "mol_weight_g_mol": 202.9, "e_homo_ev": -3.58, "energy_ev": -17003.750, "orbital_gap_ev": 6.8, "total_charge": -1, "symbols": ["C", "C", "O", "O", "F", "I", "H"], "xyz": [[-1.378, 1.693, -0.339], [0.321, 0.721, 0.299], [-2.053, 1.771, 0.642], [-1.315, 1.851, -1.470], [1.558, 1.004, -0.238], [0.527, 0.628, 2.451], [0.237, -0.273, -0.225]], "atomic_forces_ev_per_a": [[1.33, -1.48, 5.41], [-1.19, -0.66, -2.06], [-0.92, 0.28, 0.79], [0.49, 0.82, -5.57], [1.12, 1.26, -0.07], [0.00, -0.28, -0.02], [-0.83, 0.08, 1.52]], "mulliken_charge": [0.619, -0.320, -0.542, -0.473, -0.267, -0.159, 0.143]}

***

Copy entry 1 word for word.
{"formula": "C7H6ClN2O", "method": "ωB97M-V/def2-TZVPD", "smiles": "O=C1NC[C@H]2C1=CC#[N+][C@@H]2Cl", "lumo_ev": -6.45, "de_lowest_kj_mol": 160.6, "mol_weight_g_mol": 169.6, "e_homo_ev": -14.24, "energy_ev": -24895.513, "orbital_gap_ev": 7.8, "total_charge": 1, "symbols": ["O", "C", "N", "C", "C", "C", "C", "C", "N", "C", "Cl", "H", "H", "H", "H", "H", "H"], "xyz": [[-2.766, -1.353, 0.396], [-1.771, -0.703, 0.240], [-1.636, 0.641, 0.100], [-0.236, 1.061, 0.088], [0.647, -0.187, 0.452], [-0.358, -1.290, 0.274], [-0.073, -2.592, -0.103], [1.297, -2.636, -0.109], [2.284, -2.039, 0.034], [1.999, -0.308, -0.229], [3.435, 0.468, 0.266], [-2.544, 1.254, 0.223], [-0.005, 1.867, 0.863], [0.076, 1.572, -0.875], [0.949, -0.129, 1.614], [-0.807, -3.402, -0.089], [1.761, -0.384, -1.240]], "atomic_forces_ev_per_a": [[-0.08, -0.09, -0.27], [-0.03, -0.26, 0.82], [-1.35, 0.65, 0.39], [1.26, 2.82, 0.45], [-0.15, 0.68, 3.59], [0.39, -1.14, -1.58], [-2.38, 0.89, 1.60], [1.25, 0.52, 0.17], [0.60, 0.52, -0.30], [-0.15, -1.78, 0.85], [-1.11, 0.09, -0.23], [2.84, -1.41, -0.44], [-0.64, -1.03, -0.88], [-0.42, -0.95, 0.70], [-1.12, -0.19, -2.12], [0.28, 0.40, -0.55], [0.79, 0.29, -2.20]], "mulliken_charge": [-0.534, 0.064, -0.128, -0.716, 0.436, 0.332, -0.518, 0.365, -0.302, -0.262, -0.009, 0.333, 0.310, 0.323, 0.309, 0.469, 0.527]}